(1)
70
Properties=species:S:1:pos:R:3:forces:R:3:lowdin_charge:R:1 method="wB97M-V/def2-TZVPD" e_tot_ha=-1935.484109 lumo_ha=0.103 relative_energy_ev=1.6155 gap_ev=8.567 homo_energy_ev=-5.756 total_charge=-1
Cl -34.4746 35.0354 15.0422 -1.09 0.73 0.50 0.62
O -33.4867 34.0387 14.6517 0.32 0.31 -0.05 -0.39
O -35.4518 35.2019 14.0143 -0.78 -0.74 -1.22 -0.38
O -35.1283 34.5962 16.2417 0.42 -0.03 0.21 -0.34
O -33.9121 36.3536 15.2186 1.27 -0.21 0.42 -0.38
C -26.3590 32.5776 14.1055 -0.46 -0.65 -0.57 -0.13
O -27.6826 32.6705 13.5731 -0.34 0.68 0.69 -0.18
C -28.5472 33.4577 14.4573 1.98 0.67 0.30 -0.20
C -29.9803 33.6652 14.0552 -0.13 -1.49 -0.65 -0.24
N -30.5472 34.8410 14.6445 0.37 1.43 0.34 -0.05
C -30.1969 36.1360 13.9886 -1.06 -1.34 -1.13 -0.15
C -31.0050 36.1990 12.6272 0.83 1.88 0.55 -0.16
O -30.7967 37.4782 11.9525 -0.26 -0.81 -0.04 -0.23
C -31.3758 38.6132 12.5950 1.13 -0.62 -0.41 -0.11
H -25.8321 33.5155 14.2811 -0.50 0.46 0.31 0.08
H -25.7164 32.0751 13.3826 -0.32 -0.21 -0.28 0.08
H -26.3692 31.9444 14.9927 0.09 0.20 0.36 0.08
H -28.0979 34.4473 14.5400 0.17 0.43 -0.45 0.10
H -28.3988 33.1506 15.4926 -0.47 -0.83 0.18 0.11
H -30.6034 32.8254 14.3628 0.03 -0.13 0.31 0.11
H -30.0510 33.5908 12.9700 0.23 0.37 -0.50 0.11
H -31.5484 34.7147 14.6033 -0.35 0.20 0.34 0.05
H -29.1129 36.2184 13.9097 0.04 -0.19 -0.58 0.10
H -30.4664 37.0200 14.5666 -0.43 -0.38 0.38 0.10
H -32.0674 36.1103 12.8542 -0.13 -0.09 0.26 0.11
H -30.7699 35.4339 11.8873 0.35 0.05 0.22 0.11
H -32.3542 38.3821 13.0162 -0.08 0.20 0.02 0.09
H -31.3778 39.3947 11.8352 -0.51 -0.01 -0.02 0.08
H -30.6653 38.9638 13.3436 -0.28 0.10 0.53 0.07
C -40.4301 35.3386 20.4803 0.62 -0.75 -0.74 -0.11
O -39.8898 34.7008 19.2980 -0.29 0.92 0.89 -0.18
C -40.8517 34.7773 18.2712 0.43 -0.17 -1.05 -0.24
C -40.2438 34.7403 16.8235 0.33 -0.62 1.26 -0.19
N -39.3413 33.5820 16.6469 -0.27 1.00 -0.14 -0.05
C -38.7677 33.6253 15.3064 1.38 -0.80 0.12 -0.20
C -37.7072 32.5035 15.0748 -0.11 -0.63 0.61 -0.20
O -36.8920 32.2696 16.2253 -0.17 0.81 -0.77 -0.21
C -35.8352 31.3437 16.0265 -0.89 0.23 1.73 -0.12
H -39.7300 35.1359 21.2908 -0.05 0.20 -0.07 0.09
H -41.4108 34.9444 20.7467 -0.14 -0.37 0.01 0.08
H -40.5840 36.4059 20.3212 0.31 0.22 -0.03 0.08
H -41.4073 35.7059 18.4022 -0.28 0.16 -0.29 0.10
H -41.5299 33.9389 18.4306 -0.39 -0.17 -0.28 0.11
H -39.7197 35.6731 16.6151 0.31 -0.10 0.20 0.12
H -41.0325 34.6808 16.0735 -0.64 0.20 0.04 0.10
H -39.9571 32.7832 16.5950 -0.04 -0.42 0.51 0.11
H -38.2125 34.5345 15.0760 -0.26 0.35 0.53 0.11
H -39.5954 33.5471 14.6015 0.13 -0.14 -0.74 0.10
H -37.1235 32.7618 14.1912 0.29 0.25 0.00 0.11
H -38.1312 31.5206 14.8692 -0.74 -0.18 -0.33 0.10
H -35.3814 31.3097 17.0170 0.73 0.46 -0.16 0.09
H -35.1105 31.5971 15.2527 -0.16 -0.01 -0.11 0.08
H -36.2539 30.3374 16.0272 -0.10 -0.45 -1.12 0.07
C -30.7361 31.2334 18.8946 -0.44 -0.96 -1.13 -0.07
C -31.1728 31.6122 17.4656 0.08 -1.28 0.34 -0.43
C -31.7621 30.3646 16.6487 -0.15 1.46 -0.43 -0.14
O -32.0460 30.8139 15.2972 0.46 -0.28 0.32 -0.22
C -32.6784 29.8827 14.4095 -0.39 0.92 1.03 -0.10
N -32.1915 32.6016 17.6289 -0.83 0.48 -0.97 0.05
H -30.0945 31.9893 19.3475 0.04 -0.17 -0.06 0.07
H -30.2719 30.2514 18.8031 0.54 0.04 0.55 0.06
H -31.6530 31.1108 19.4712 0.09 0.09 0.19 0.07
H -30.3178 32.0234 16.9290 0.31 -0.31 -0.38 0.12
H -32.6927 30.0338 17.1098 -0.24 0.12 0.25 0.11
H -31.1073 29.4941 16.6095 0.49 0.07 0.09 0.11
H -32.1785 28.9146 14.3794 0.20 -0.01 -0.16 0.08
H -32.7734 30.3687 13.4385 0.56 -0.11 -0.04 0.09
H -33.7163 29.7504 14.7148 -0.17 -0.36 0.29 0.06
H -31.7957 33.4662 17.9694 0.18 0.10 0.37 0.08
H -32.4566 32.8587 16.6888 -0.77 0.25 -0.36 0.05

***

(2)
67
Properties=species:S:1:pos:R:3:forces:R:3:lowdin_charge:R:1 method="wB97M-V/def2-TZVPD" e_tot_ha=-2193.786822 lumo_ha="0.012 / 0.012" relative_energy_ev=0.0000 spin_multiplicity=4 s_squared=3.76 gap_ev="5.871 / 6.455" homo_energy_ev="-5.533 / -6.119"
V -0.9466 0.5090 -0.5204 -2.21 0.85 -0.27 0.80
O -2.3836 2.2272 -0.0122 0.28 -2.61 -1.14 -0.41
C -3.6159 1.5851 -0.4035 0.61 1.39 -0.03 -0.40
C -3.6613 0.6645 -1.6588 1.57 0.60 0.11 -0.39
O -2.5795 -0.2436 -1.7646 0.21 0.20 1.15 -0.41
H -4.3262 2.3908 -0.6212 -0.39 0.16 -0.14 0.08
H -4.0660 1.0902 0.4642 0.05 -0.61 0.19 0.07
H -3.6440 1.2621 -2.5783 0.12 0.72 -0.08 0.08
H -4.6941 0.2993 -1.6946 -0.08 -0.98 0.28 0.08
C 0.6845 0.1890 4.8809 -0.04 0.11 -0.30 -0.08
O 0.1100 -0.2721 3.6436 0.25 0.53 0.61 -0.24
C -1.2336 -0.7666 3.8019 1.22 0.02 0.40 -0.19
C -2.0124 -0.6638 2.5103 -1.21 0.80 0.07 -0.16
N -1.4090 -1.1255 1.2369 0.49 -0.66 0.89 -0.06
C -1.8325 -2.4775 0.8164 0.84 -1.05 1.05 -0.14
C -1.1051 -3.5546 1.6712 -1.21 -0.08 -1.09 -0.23
O 0.2751 -3.5486 1.3692 0.04 -0.03 1.22 -0.21
C 0.9315 -4.4463 2.2815 0.58 0.05 -1.65 -0.08
H 1.0775 -0.6388 5.4719 -0.13 -0.10 0.05 0.09
H -0.0098 0.7868 5.4740 -0.44 -0.33 0.00 0.09
H 1.4947 0.8989 4.7136 0.18 -0.30 -0.60 0.08
H -1.6858 -0.1395 4.5719 -0.51 -0.04 -0.15 0.12
H -1.1609 -1.7735 4.2192 -0.10 -0.23 -0.12 0.11
H -2.2520 0.3936 2.3838 -0.16 0.03 -0.17 0.12
H -2.9437 -1.1860 2.7383 -0.22 0.03 -0.35 0.13
H -0.5026 -1.3721 1.6232 0.87 0.44 -0.83 0.07
H -1.4919 -2.7031 -0.1936 -0.34 0.51 -0.21 0.11
H -2.9005 -2.6719 0.9049 -0.06 0.46 -0.19 0.13
H -1.5491 -4.5104 1.3773 0.09 -0.29 -0.05 0.12
H -1.2846 -3.4854 2.7463 0.07 0.40 0.14 0.11
H 0.6302 -4.2846 3.3156 0.08 -0.03 0.00 0.09
H 2.0014 -4.3246 2.1108 0.03 0.35 0.43 0.09
H 0.7562 -5.4637 1.9257 -0.44 -0.22 0.47 0.09
C -0.6529 1.0527 -4.4429 0.56 -1.56 0.14 -0.04
C 0.5392 1.4154 -3.4870 -1.88 0.72 -2.08 -0.37
C 1.4870 2.4691 -4.1212 -0.56 -0.62 -0.16 -0.20
O 2.4910 2.6995 -3.1446 0.57 1.95 -0.25 -0.20
C 2.9432 4.0929 -3.0928 0.69 -0.96 0.35 -0.08
N 0.0253 1.8318 -2.1899 0.79 0.59 0.52 0.03
H -1.3775 1.7697 -4.8282 0.60 0.76 0.31 0.08
H -1.2945 0.2996 -3.9789 0.04 0.11 0.63 0.06
H -0.2660 0.4816 -5.2900 0.21 0.34 -0.30 0.07
H 1.1664 0.5309 -3.3702 -0.15 -0.14 0.20 0.13
H 1.0681 3.4015 -4.5072 -0.68 0.22 0.81 0.12
H 1.8219 2.0516 -5.0755 0.83 -0.43 0.20 0.12
H 2.1897 4.8381 -2.8362 -0.53 -0.36 -0.29 0.09
H 3.4901 4.3937 -3.9872 -0.35 -0.14 -0.34 0.08
H 3.6883 4.1732 -2.3005 -0.06 -0.39 0.14 0.08
H -0.6456 2.5873 -2.2861 -0.63 -0.19 -0.20 0.11
H 0.8397 2.3512 -1.8735 0.10 -0.04 0.97 0.07
C 2.7159 0.8368 1.7964 1.77 -0.24 -0.90 -0.06
C 1.8085 0.7280 0.6292 0.29 -0.72 -0.58 -0.42
C 1.9424 -0.6446 -0.0406 -2.13 0.06 -0.69 -0.11
O 0.8129 -0.8052 -0.9258 -0.19 -0.03 -0.52 -0.30
C 0.8738 -1.9890 -1.7015 -1.35 -0.48 -0.91 -0.09
N 0.4623 1.1265 1.0783 0.96 0.10 -0.60 0.04
H 3.6915 0.6552 1.3368 0.51 0.20 0.62 0.09
H 2.5750 0.0554 2.5407 -0.32 0.38 0.31 0.08
H 2.6648 1.8820 2.1000 0.25 -0.24 0.77 0.10
H 2.2000 1.4123 -0.1262 -0.52 0.37 -0.06 0.14
H 1.8021 -1.4805 0.6480 0.96 -0.08 0.29 0.13
H 2.7578 -0.6709 -0.7638 0.81 -0.21 0.91 0.14
H 0.0117 -2.0099 -2.3717 -0.42 0.41 0.34 0.10
H 0.7628 -2.8963 -1.1063 0.50 0.07 0.30 0.08
H 1.6647 -2.0751 -2.4496 0.82 0.38 0.64 0.10
H 0.6842 2.0754 1.3597 -0.94 0.62 -0.39 0.11
H 0.3861 0.7158 2.0031 -0.62 -0.54 0.13 0.05

***

(3)
69
Properties=species:S:1:pos:R:3:forces:R:3:lowdin_charge:R:1 method="wB97M-V/def2-TZVPD" e_tot_ha=-2318.499829 lumo_ha=-0.006 gap_ev=5.939 homo_energy_ev=-6.107
O -1.7378 -1.5476 -0.1788 0.32 -1.54 0.11 -0.17
O -2.9926 -1.3291 -2.1699 -0.32 0.28 -1.14 -0.13
C -0.6168 -2.4886 -0.5435 -0.73 0.39 0.30 -0.17
C 0.4752 -2.5423 0.4860 0.44 0.19 -0.06 -0.04
H -0.2168 -2.1290 -1.4947 -0.30 0.04 0.13 0.10
H -1.0844 -3.4722 -0.6780 0.17 0.11 -0.09 0.12
H 0.9857 -1.5864 0.6411 -0.40 0.03 0.05 0.07
H 1.2487 -3.2092 0.1021 -0.06 -0.20 0.00 0.09
H 0.1312 -2.9399 1.4355 0.11 0.04 0.10 0.08
C -2.4946 -2.0264 1.0009 0.94 0.24 0.36 -0.20
C -3.5227 -3.0326 0.5957 -0.60 -0.31 -0.05 -0.06
H -2.9427 -1.1431 1.4644 0.41 -0.14 -0.04 0.11
H -1.7477 -2.4663 1.6902 -0.65 0.51 -0.23 0.12
H -4.1492 -2.7036 -0.2366 0.03 0.13 0.01 0.08
H -4.2089 -3.2045 1.4286 0.17 -0.12 0.01 0.10
H -3.0726 -3.9753 0.3071 0.01 -0.28 0.01 0.08
C -3.5585 0.0163 -2.0954 -0.41 0.14 -0.36 -0.17
C -2.4856 -1.6809 -3.4841 0.02 -0.25 -0.62 -0.19
C -3.6629 0.4274 -0.6588 -0.26 1.13 0.28 -0.04
H -4.5481 -0.1320 -2.5475 0.17 0.41 0.06 0.14
H -2.9679 0.7321 -2.7048 -0.15 -0.61 0.37 0.13
H -4.0913 -0.3899 -0.0597 0.05 0.56 -0.13 0.08
H -4.3584 1.2940 -0.6498 0.28 -0.56 0.22 0.11
H -2.7085 0.7972 -0.2308 -0.52 -0.51 -0.20 0.10
C -2.9698 -3.0462 -3.9128 0.11 -0.14 -0.27 -0.05
H -1.3879 -1.6187 -3.5155 -0.30 0.11 0.31 0.13
H -2.8808 -0.9451 -4.2096 0.18 -0.16 0.62 0.14
H -2.5955 -3.8719 -3.3036 0.15 0.17 0.00 0.08
H -2.6039 -3.1726 -4.9452 -0.21 -0.20 0.34 0.10
H -4.0599 -3.1125 -3.9110 0.08 0.14 -0.07 0.09
H -2.5312 -1.6221 -1.1873 1.42 0.61 0.30 0.07
Pb 0.9203 2.4259 1.5929 1.25 2.36 2.48 1.17
C 0.6000 1.8716 -0.3919 -1.87 -2.54 -2.71 -0.55
Si 1.3515 1.8413 -2.0937 -0.82 -0.24 1.35 0.40
H -0.4987 2.0536 -0.4770 0.44 0.19 -0.36 -0.02
H 0.6000 0.7663 -0.1779 -0.08 0.53 -0.24 -0.03
C 1.6995 0.0325 -2.4729 0.51 -0.24 -0.36 -0.19
C 2.8657 2.9313 -2.1226 0.30 0.15 -0.62 -0.18
C -0.0436 2.2000 -3.2958 0.00 0.44 -0.55 -0.19
C 2.3055 0.6717 1.9187 0.43 -0.41 0.16 -0.46
Si 3.6107 1.3362 3.0639 -1.32 -0.24 -0.68 0.33
H 2.6695 0.3973 0.9157 -0.02 -0.13 0.23 -0.01
H 1.7266 -0.1502 2.3689 0.17 0.20 -0.16 -0.01
C 4.4440 2.7728 2.1933 0.40 0.14 0.00 -0.20
C 4.8275 0.0053 3.5211 0.53 -0.01 0.25 -0.19
C 2.6763 1.9931 4.5552 0.15 -0.01 0.45 -0.20
H 0.3299 2.3311 -4.3213 -0.21 0.01 0.09 0.03
H -0.6086 3.0937 -3.0104 0.09 -0.03 -0.11 0.03
H -0.7527 1.3546 -3.3023 0.32 0.16 0.08 0.01
H 2.4935 -0.3818 -1.8445 -0.01 -0.02 -0.04 0.03
H 1.9831 -0.1125 -3.5252 0.04 -0.06 0.16 0.03
H 0.7941 -0.5655 -2.2933 0.13 0.31 -0.02 0.00
H 3.6473 2.5531 -1.4415 -0.33 -0.02 -0.25 0.03
H 2.6544 3.9700 -1.8125 -0.06 -0.43 -0.22 0.04
H 3.2658 2.9318 -3.1505 0.17 0.23 0.35 0.03
H 4.9323 -0.7422 2.7248 -0.01 0.22 0.12 0.03
H 4.4902 -0.5087 4.4280 0.12 0.02 -0.10 0.03
H 5.8091 0.4565 3.7123 0.00 -0.27 0.10 0.02
H 2.6113 1.2013 5.3131 0.01 0.20 0.00 0.03
H 1.6426 2.3204 4.3526 0.49 -0.12 -0.03 -0.01
H 3.2201 2.8459 4.9822 -0.14 -0.14 0.13 0.03
H 5.3490 3.0259 2.7625 -0.07 0.16 -0.20 0.03
H 3.8100 3.6704 2.1488 0.09 -0.23 0.07 0.02
H 4.7470 2.5234 1.1676 0.00 0.00 0.18 0.02
O -0.8206 0.4801 4.7852 -0.68 0.30 -1.17 -0.33
Cl -1.3865 0.9839 3.5454 1.13 0.88 -0.25 0.69
O -2.8252 0.8884 3.5172 0.40 -0.22 0.04 -0.35
O -0.9716 2.4119 3.3465 -1.02 -1.89 0.62 -0.53
O -0.8128 0.2406 2.3831 -0.65 0.49 0.90 -0.45